No. 1
# C5H6O2

An isolated molecule of C5H6O2 (the ωB97M-V functional and the def2-TZVPD basis, OMol25).

Output
max |F| = 0.489 eV Å⁻¹
LUMO level = 0.715 eV
orbital gap = 10.6 eV
ΔE to the lowest compared entry with this formula, charge and spin = 55.3 kcal per mole
electronic energy = -9374.69957 eV
structure (SMILES) = O=CCC#CCO

The geometry in ORCA input format:
```
! RIJCOSX wB97M-V def2-TZVPD def2/J DEFGRID3
* xyz 0 1
O 0.780 1.702 -3.325
O 0.354 -2.378 1.961
C 0.166 1.456 -1.036
C 0.333 0.979 -2.472
C -0.122 0.417 -0.046
C -0.604 -1.342 1.916
C -0.364 -0.375 0.829
H 0.015 -0.059 -2.700
H 1.226 -1.973 2.042
H -1.568 -1.837 1.769
H -0.664 -0.802 2.875
H -0.631 2.211 -1.041
H 1.078 2.002 -0.772
*
```

Results of the Löwdin charge analysis, in e, for atoms 1 through 5: 0.05 -0.06 -0.16 -0.25 -0.03


No. 2
# C50H145N23O17

A cluster of 17 separate species, C50H145N23O17 in total (the ωB97M-V functional and the def2-TZVPD basis, OMol25).

Output
max |F| = 8.226 eV Å⁻¹
LUMO level = -0.271 eV
orbital gap = 8.1 eV
ΔE to the lowest compared entry with this formula, charge and spin = 132.9 kcal per mole
electronic energy = -123276.33414 eV

The geometry in ORCA input format:
```
! RIJCOSX wB97M-V def2-TZVPD def2/J DEFGRID3
* xyz 0 1
O 0.563 -0.371 5.487
O -2.617 -4.233 -5.532
O -2.577 2.867 2.988
O 3.918 3.150 -1.279
O -0.816 3.552 -2.107
O -0.988 -1.248 1.595
O -5.537 -0.725 4.152
O -5.286 2.060 0.023
O 0.121 -4.937 -1.794
O 6.477 2.342 4.097
O -5.449 -2.046 0.187
O 3.666 6.596 0.815
O 2.155 3.209 -6.854
O -2.821 0.208 -3.933
O 3.185 -2.837 -3.867
O -1.289 -6.248 4.858
O 7.334 -1.479 2.092
N 0.577 4.994 -2.918
N 2.440 2.148 -2.537
N -3.701 1.323 -5.712
N -2.219 -7.199 -3.503
N 0.396 -4.833 3.240
N 3.909 1.985 1.471
N -3.881 -3.617 -0.333
N 4.006 -1.638 0.735
N -3.929 5.421 4.478
N 1.561 -2.259 2.637
N -5.283 2.936 3.113
N -0.475 0.452 -1.737
N -4.444 0.432 -1.156
N -3.046 -2.567 -2.886
N -5.461 -3.985 1.106
N 3.056 0.937 -5.442
N -4.022 2.463 -1.844
N -2.186 2.264 -4.490
N 4.249 2.866 -3.439
N -1.322 5.627 -2.756
N 3.079 -1.080 -2.452
N 1.548 4.133 0.503
N 4.395 -2.689 -1.933
C -0.100 6.041 0.598
C -0.323 0.762 5.726
C -1.337 -0.572 0.330
C 1.871 3.193 -8.253
C 3.499 -2.260 -2.797
C -1.414 -6.411 3.465
C -0.987 -6.720 -2.933
C -5.912 1.809 3.783
C 1.255 2.408 -6.101
C -4.610 1.719 -0.943
C -1.181 -4.769 1.382
C 4.395 7.609 1.536
C -1.114 -5.355 -2.399
C 0.869 -0.022 -5.104
C 1.148 -0.364 4.213
C -1.405 -3.658 -6.125
C 3.587 2.741 -2.327
C 0.161 -3.519 -1.596
C 1.410 5.591 0.447
C -1.421 2.665 2.182
C 8.556 -0.855 1.809
C -0.560 4.627 -2.509
C 0.096 -6.820 -4.048
C -2.471 5.014 4.230
C 5.076 3.928 1.972
C 1.421 -1.875 4.016
C 7.714 1.954 3.550
C 5.131 -2.201 1.443
C 2.761 -2.404 4.612
C -3.711 -3.322 -5.245
C -0.074 -0.236 -0.531
C -1.626 -7.420 5.625
C 5.180 2.447 1.981
C 5.134 -3.647 1.225
C -5.082 0.498 3.644
C -2.045 -1.414 2.452
C -5.409 -2.560 -3.508
C -0.936 -5.057 2.872
C -2.910 1.186 -4.614
C -4.025 -3.203 -3.744
C 6.356 -1.441 1.035
C 2.377 6.410 1.443
C -7.310 1.785 3.166
C -1.551 5.809 5.137
C 1.746 0.931 -5.912
C -4.944 -3.106 0.351
C -6.614 -1.385 3.495
C -2.241 3.479 4.219
C 5.258 1.884 3.452
C 1.015 0.722 0.142
H -0.693 -3.146 -1.031
H -5.086 -0.135 -0.620
H 5.954 -4.162 1.724
H 2.724 -3.492 4.552
H -1.031 -2.786 -5.587
H 8.448 2.440 4.192
H 2.494 6.028 2.457
H -4.011 6.373 4.150
H -1.081 6.580 -2.989
H 2.516 -0.558 -3.109
H 2.054 0.242 4.215
H -5.474 -1.524 -3.841
H -2.438 -6.522 3.108
H 9.021 -1.507 1.070
H 0.500 -0.011 3.411
H 4.662 7.291 2.544
H -1.978 -1.139 -0.345
H -1.537 2.420 -3.732
H 0.696 1.760 0.243
H 1.649 0.615 -6.950
H 0.526 0.355 -4.140
H -7.199 1.627 2.093
H -2.788 -2.054 1.975
H 3.285 -0.699 -1.540
H 1.431 -3.259 2.685
H 6.072 4.281 2.240
H 4.162 -4.057 1.498
H 3.214 2.712 1.569
H -3.631 -4.587 -0.199
H 2.110 2.237 -8.719
H -2.113 -2.888 -3.101
H 3.138 -2.094 0.978
H -2.897 3.001 4.947
H -0.350 5.923 1.652
H -6.026 -3.188 -4.150
H -1.217 3.340 4.566
H -3.788 0.032 -1.810
H 4.143 2.084 0.493
H 0.064 1.711 5.354
H -4.596 -3.654 -5.788
H -5.769 -2.658 -2.484
H -0.991 -0.042 -2.452
H -4.828 0.273 2.608
H -5.122 2.573 2.184
H -1.390 -4.738 -3.254
H -1.599 5.528 6.189
H 1.409 4.429 -2.823
H -0.649 -7.352 -2.111
H 0.756 3.814 -0.037
H -1.487 -4.222 3.304
H -3.787 2.276 -6.034
H 3.702 -2.048 4.191
H 1.940 0.529 -0.402
H 0.652 -1.975 2.300
H -1.892 -5.225 -1.647
H -0.039 -0.330 -5.623
H 0.694 5.975 -3.127
H 0.411 -5.292 4.140
H -6.893 -0.882 2.570
H -0.622 -4.416 -6.126
H 1.082 -6.407 -3.832
H -3.000 -1.612 -3.211
H -0.634 -7.091 3.123
H -4.299 2.951 3.342
H -2.616 -0.545 2.780
H 5.360 7.732 1.045
H -1.544 -7.346 6.710
H -0.703 3.476 2.308
H 1.312 -0.989 -4.867
H -3.624 2.010 -2.654
H 1.211 2.936 -5.149
H -0.992 -3.755 1.030
H 4.860 4.382 1.005
H -6.161 -3.656 1.756
H -0.581 0.953 6.767
H -5.315 -4.966 0.915
H -2.251 5.332 3.211
H 8.537 0.179 1.463
H -2.673 -7.605 5.385
H 4.921 -1.996 2.493
H 9.218 -0.856 2.676
H 6.828 -1.671 0.080
H 1.759 1.948 -1.818
H -6.336 -2.406 3.236
H -6.043 2.042 4.839
H -1.027 -8.282 5.331
H 3.287 -0.020 -5.217
H -1.639 2.487 1.129
H 2.454 3.976 -8.739
H -0.648 -5.501 0.776
H 1.890 7.371 1.607
H -0.505 5.857 4.834
H 5.999 1.998 1.420
H 7.927 0.903 3.749
H -1.708 -1.898 3.368
H 8.000 2.242 2.538
H 2.788 -2.180 5.679
H 0.620 -2.444 4.486
H 0.811 3.348 -8.458
H 0.175 -2.976 -2.541
H -2.425 -6.710 -4.362
H 0.318 -7.855 -4.306
H -3.665 -2.319 -5.670
H 2.267 1.789 -3.465
H -1.565 -3.509 -7.193
H -0.223 -6.294 -4.948
H -1.253 0.596 5.183
H 4.296 4.283 2.645
H -0.919 1.740 2.467
H 3.806 2.475 -4.257
H -4.062 0.603 4.014
H -0.253 7.076 0.294
H -0.796 1.404 -1.634
H -1.868 6.850 5.185
H 2.417 4.015 0.002
H -4.136 -4.185 -3.286
H -0.704 5.369 -0.012
H 0.264 2.433 -6.554
H -7.694 2.793 3.324
H -4.182 3.437 -1.631
H 4.813 -3.576 -2.174
H 4.915 3.604 -3.622
H 1.776 5.847 -0.547
H 5.338 -3.877 0.179
H 3.965 8.609 1.589
H 0.926 -5.385 2.581
H 3.853 -0.651 0.888
H -3.603 -3.201 -1.210
H -8.012 1.032 3.523
H -2.226 -4.921 1.111
H -1.921 -8.066 -3.926
H 6.130 -0.377 0.972
H 0.538 -1.090 -0.823
H -2.542 3.127 -4.877
H 1.271 0.381 1.145
H 5.259 0.795 3.390
H 4.421 2.193 4.079
H 4.596 -2.348 -1.004
H 3.606 1.196 -6.249
H -4.435 4.795 3.867
H 0.973 -3.132 -0.980
H -7.463 -1.525 4.164
H -4.051 0.529 -6.230
H -2.096 5.343 -2.173
H -1.803 0.380 0.581
*
```

Results of the Löwdin charge analysis, in e, for atoms 1 through 5: -0.18 -0.20 -0.22 0.06 0.06